1.
This record from the Open Molecules 2025 dataset describes a molecular structure, C17H52N8O8 in a non-equilibrium geometry. The level of theory is the ωB97M-V functional and the def2-TZVPD basis.

```
85
C17H52N8O8 (the ωB97M-V functional and the def2-TZVPD basis)
C -20.6062 26.3432 18.1476
C -19.7330 26.5062 19.4390
O -19.5192 27.8786 19.7992
H -21.1029 25.3733 18.1719
H -19.8900 26.5126 17.3435
H -21.5017 26.9013 17.8743
H -18.7678 26.0987 19.1383
H -20.2378 26.0441 20.2874
H -19.0861 28.3652 19.0941
C -17.8964 25.5216 14.6612
C -18.1369 26.0685 16.0649
O -18.9930 27.2102 16.0153
H -17.2806 26.1330 14.0016
H -18.6896 25.1623 14.0056
H -17.4028 24.5570 14.7795
H -17.2465 26.3661 16.6188
H -18.7306 25.3268 16.5993
H -19.8890 26.8988 15.8669
C -24.0522 25.4389 17.5095
C -23.7107 26.3065 16.2507
O -22.5163 27.0082 16.4751
H -23.2922 24.7166 17.8075
H -24.9512 24.8705 17.2711
H -24.3204 25.9991 18.4053
H -24.3915 27.1577 16.2618
H -23.7658 25.7383 15.3222
H -21.7464 26.4360 16.4366
C -20.0601 30.2852 19.6839
O -19.8433 31.2803 19.0944
N -19.4843 29.8819 20.7951
N -21.1294 29.5654 19.4557
H -18.7220 30.4435 21.1467
H -19.5734 28.8813 20.9000
H -21.2749 28.9465 20.2404
H -21.8466 30.0469 18.9323
C -23.0511 27.9914 20.1863
O -22.9220 29.1988 20.1084
N -24.0008 27.3874 20.9282
N -22.1988 27.1371 19.6815
H -24.1536 26.3949 21.0364
H -24.4652 28.0537 21.5286
H -22.2015 26.2813 20.2180
H -21.4375 27.6051 19.2108
C -17.1984 25.7179 21.1082
O -17.5323 24.7412 20.4884
N -16.1186 25.7125 21.8204
N -17.7662 26.8790 20.9460
H -15.9770 26.3780 22.5668
H -15.5283 24.9022 21.6974
H -17.5757 27.7419 21.4350
H -18.5996 26.9419 20.3788
C -19.5671 29.9444 17.0842
C -18.3587 29.0567 17.3697
C -17.1876 29.6530 18.1335
O -16.3183 28.5042 18.3374
C -14.9565 28.8797 18.3714
N -18.8538 27.8566 17.9583
H -19.8385 30.5035 17.9797
H -20.5271 29.5251 16.7832
H -19.1989 30.7335 16.4286
H -17.9463 28.8102 16.3913
H -17.5510 29.9213 19.1255
H -16.8241 30.5390 17.6130
H -14.3715 27.9670 18.4849
H -14.7147 29.4974 19.2363
H -14.6389 29.5021 17.5349
H -19.0755 27.1884 17.2342
H -18.0190 27.4269 18.3305
C -21.7074 30.4569 24.9881
C -21.7715 29.1952 24.1067
C -20.5312 28.9066 23.2934
O -20.7311 27.5901 22.6024
C -19.6418 27.1480 21.7794
N -22.0280 28.0720 25.0775
H -21.3816 31.3846 24.5176
H -20.9110 30.3415 25.7234
H -22.6604 30.6401 25.4844
H -22.5819 29.2296 23.3786
H -19.6669 28.8746 23.9568
H -20.2938 29.6342 22.5173
H -18.8369 26.8357 22.4446
H -19.2477 27.7490 20.9599
H -19.9841 26.2722 21.2281
H -21.6982 27.3134 24.4982
H -23.0244 27.9897 24.9339
```

The calculation puts the orbital gap at 7.5 eV. The HOMO energy is -7.150 eV.

2.
This record from the Open Molecules 2025 dataset describes 2 unconnected molecules or ions with the total composition C6H6BrO2 in a non-equilibrium geometry. The level of theory is the ωB97M-V functional and the def2-TZVPD basis.

```
15
C6H6BrO2 (the ωB97M-V functional and the def2-TZVPD basis)
C 1.4391 -1.3179 -0.1878
C 0.5061 -0.2658 0.0879
C 0.5968 2.0747 -0.2796
C 2.8433 -1.6599 -0.4109
C -0.1701 1.1052 0.0389
C -1.6882 1.2072 0.2810
O 1.2399 3.0211 -0.2660
O 3.7950 -0.8572 -0.4819
Br -5.7304 -0.8944 -0.2547
H 0.8843 -2.1647 0.0938
H -0.2980 -0.9223 0.6007
H 2.8826 -2.8402 -0.4500
H -2.2367 0.8367 -0.4986
H -1.9787 2.2545 0.6235
H -2.0852 0.4230 1.1037
```

The calculation puts the orbital gap at 5.3 eV. The HOMO energy is -3.727 eV. As for the total charge: -1.